1.
Below is C17H17BrO3PbS as an isolated structure, with properties calculated with the ωB97M-V functional and the def2-TZVPD basis.

Each line ends with the Mulliken charge.
Positions of all 40 atoms, in Å:
C: 1.886 4.417 0.221  -0.337
C: 2.820 3.520 0.800  -0.701
C: 2.972 2.404 -0.100  -0.854
H: 3.323 3.657 1.762  0.399
C: 2.067 2.602 -1.193  -0.393
C: 1.437 3.859 -1.019  -0.614
H: 0.726 4.326 -1.706  0.370
H: 1.563 5.371 0.641  0.412
H: 3.690 1.590 -0.007  0.656
H: 1.926 1.910 -2.031  0.359
Pb: 1.582 0.793 1.748  1.036
Br: 1.900 0.274 4.378  -0.721
C: -2.247 2.253 1.324  -0.372
C: -2.318 3.127 0.199  -0.702
C: -1.713 4.364 0.569  -0.451
H: -2.747 2.898 -0.772  0.343
C: -1.340 4.287 1.941  -0.541
C: -1.658 2.976 2.407  -0.828
H: -1.503 2.601 3.413  0.481
H: -2.605 1.232 1.358  0.408
H: -1.590 5.231 -0.072  0.448
H: -0.879 5.083 2.520  0.384
C: -0.839 -6.695 -1.473  -1.397
C: -0.672 -5.225 -1.223  1.060
C: 0.320 -4.847 -0.314  -0.761
C: 0.535 -3.510 0.004  -0.389
C: -0.241 -2.538 -0.641  -0.252
C: -1.263 -2.895 -1.532  -0.349
C: -1.470 -4.247 -1.834  -0.758
S: 0.103 -0.808 -0.373  1.772
O: -0.473 -0.398 0.966  -0.692
O: 1.604 -0.774 -0.225  -0.730
O: -0.416 -0.060 -1.491  -0.683
H: 0.102 -7.112 -1.850  0.314
H: -1.066 -7.248 -0.552  0.309
H: -1.631 -6.889 -2.193  0.350
H: 0.924 -5.626 0.152  0.306
H: 1.307 -3.233 0.727  0.437
H: -1.865 -2.109 -1.997  0.423
H: -2.253 -4.563 -2.532  0.258

Output
molecular weight	588.49	g mol⁻¹
orbital gap	3.86	eV
HOMO energy	0.03	eV
total charge	-2

=====

2.
Below is a single C3H6FNO2S molecule, with properties calculated with the ωB97M-V functional and the def2-TZVPD basis.

Each line ends with the Mulliken charge.
Positions of all 14 atoms, in Å:
C: 0.603 0.752 -0.301  -0.547
C: -1.050 0.951 -0.360  -0.605
C: 1.108 -0.280 0.612  -0.667
N: -1.769 0.162 -1.261  -0.137
O: 0.051 -2.092 2.318  -0.511
O: 0.442 -2.785 0.005  -0.450
F: -1.923 0.723 -2.505  -0.140
S: -0.098 -1.831 0.894  0.774
H: 1.008 0.450 -1.231  0.338
H: 0.990 1.707 -0.184  0.419
H: -1.406 0.693 0.620  0.447
H: -1.232 2.099 -0.572  0.360
H: 2.201 -0.520 0.329  0.366
H: 1.074 -0.029 1.635  0.352

Output
energy above the lowest of the compared OMol25 structures with the same formula, charge and spin	92.1	kcal/mol
molecular weight	139.15	g mol⁻¹
orbital gap (alpha / beta)	7.75 / 8.75	eV
HOMO energy (alpha / beta)	-10.17 / -9.71	eV

=====

3.
Below is C7H17F3LiN2O9S as an isolated structure, with properties calculated with the ωB97M-V functional and the def2-TZVPD basis.

Each line ends with the Mulliken charge.
Positions of all 40 atoms, in Å:
Li: -1.299 -0.424 0.598  0.763
N: -2.476 -1.844 2.456  1.023
O: -2.395 -0.672 2.925  -0.597
O: -2.522 -1.990 1.190  -0.727
O: -2.441 -2.835 3.198  -0.655
C: 2.836 -0.666 0.762  0.638
F: 2.658 -0.733 -0.558  -0.252
F: 4.094 -1.032 0.995  -0.269
F: 2.687 0.596 1.144  -0.214
S: 1.616 -1.815 1.647  0.968
O: 1.887 -1.746 3.059  -0.638
O: 0.358 -1.202 1.194  -0.635
O: 1.921 -3.085 1.021  -0.664
C: -0.436 2.288 2.282  -1.160
C: -0.981 2.434 0.848  0.108
C: 0.072 2.130 -0.201  -0.004
O: 1.114 3.055 -0.045  -0.367
C: 1.981 2.993 -1.149  -0.710
N: -2.081 1.455 0.713  -0.561
H: -1.281 2.259 2.968  0.395
H: 0.151 3.169 2.549  0.367
H: 0.190 1.401 2.361  0.138
H: -1.336 3.460 0.699  0.282
H: -0.394 2.227 -1.192  0.331
H: 0.414 1.096 -0.099  -0.005
H: 2.280 1.960 -1.367  0.232
H: 2.921 3.506 -0.955  0.278
H: 1.483 3.412 -2.028  0.322
H: -2.884 1.542 1.324  0.227
H: -2.494 1.617 -0.211  0.225
C: -0.900 -2.903 -2.861  -0.798
C: -0.173 -1.918 -1.943  0.287
O: -1.019 -0.852 -1.500  -0.226
O: -0.692 -2.610 -4.241  -0.543
H: -1.954 -2.962 -2.601  0.360
H: -0.459 -3.890 -2.674  0.330
H: 0.714 -1.510 -2.436  0.208
H: 0.186 -2.442 -1.056  0.081
H: -1.496 -0.526 -2.270  0.144
H: 0.150 -2.943 -4.546  0.318

Output
energy above the lowest of the compared OMol25 structures with the same formula, charge and spin	0.0	kcal/mol
molecular weight	369.22	g mol⁻¹
orbital gap	7.54	eV
HOMO energy	-5.41	eV
total charge	-1

=====

4.
Below is C16H76BBrINO28P as an isolated structure, with properties calculated with the ωB97M-V functional and the def2-TZVPD basis.

Each line ends with the Mulliken charge.
Positions of all 125 atoms, in Å:
C: 2.653 -1.677 2.558  0.654
C: 2.901 -1.913 1.406  -1.648
C: 3.044 -2.031 -0.051  0.214
C: 3.285 -0.640 -0.691  -0.565
C: 2.492 -0.482 -1.984  -1.201
C: 0.964 -0.235 -1.823  0.759
Br: 0.159 -1.586 -3.027  -0.100
C: 0.356 -0.350 -0.373  1.820
P: -0.992 -1.556 0.011  -0.336
O: -1.342 -1.381 1.416  -0.694
O: -0.415 -3.067 -0.168  -0.340
O: -2.277 -1.304 -0.905  -0.312
C: 0.027 1.142 0.108  -1.682
I: -2.023 1.753 0.356  0.189
B: 0.658 1.385 1.574  1.372
C: 0.087 0.743 2.891  -0.542
O: 1.795 2.169 1.650  -0.708
C: 0.841 1.900 -0.964  -0.001
C: 0.890 3.426 -1.022  -0.373
C: 2.363 3.898 -1.046  -1.538
N: 0.594 1.162 -2.233  0.809
C: -0.736 1.246 -2.942  -0.793
C: -1.314 2.634 -3.096  0.108
C: -2.710 2.577 -3.736  -1.348
O: -3.563 1.631 -3.101  0.055
C: -4.670 2.177 -2.401  -0.460
H: 2.371 -1.435 3.560  0.898
H: 3.867 -2.718 -0.260  0.245
H: 2.124 -2.480 -0.436  -0.317
H: 4.344 -0.563 -0.939  0.681
H: 3.082 0.122 0.061  0.202
H: 2.667 -1.364 -2.590  0.909
H: 2.922 0.354 -2.548  0.165
H: 1.076 -0.671 0.388  -1.244
H: -0.774 -3.467 -0.974  0.403
H: -2.346 -1.842 -1.714  0.323
H: 0.681 1.062 3.751  0.280
H: -0.969 0.933 3.055  0.219
H: 0.248 -0.337 2.803  -0.123
H: 2.507 1.725 2.128  0.349
H: 1.844 1.613 -0.639  0.012
H: 0.401 3.882 -0.167  0.288
H: 0.435 3.854 -1.913  0.028
H: 2.399 4.966 -1.233  0.517
H: 2.890 3.368 -1.847  0.305
H: 2.861 3.719 -0.096  0.245
H: 1.250 1.551 -2.916  0.873
H: -1.468 0.621 -2.435  0.391
H: -0.546 0.874 -3.947  0.657
H: -0.697 3.212 -3.791  0.381
H: -1.368 3.210 -2.177  -0.190
H: -2.581 2.229 -4.763  0.299
H: -3.114 3.589 -3.735  0.619
H: -5.501 1.479 -2.509  -0.120
H: -4.467 2.239 -1.329  0.057
H: -4.999 3.136 -2.801  0.378
O: 0.322 6.054 0.501  -0.544
H: 0.901 5.664 1.164  0.252
H: 0.170 6.955 0.805  0.276
O: -0.402 2.602 -6.150  -0.564
H: -0.673 1.690 -6.306  0.288
H: -0.466 3.006 -7.023  0.291
O: -3.713 -1.834 -3.348  -0.613
H: -3.507 -0.893 -3.434  0.164
H: -4.633 -1.853 -3.043  0.321
O: -7.542 0.612 -4.200  -0.605
H: -6.592 0.629 -4.351  0.329
H: -7.645 0.661 -3.245  0.329
O: -4.821 4.541 0.607  -0.691
H: -4.375 4.968 1.352  0.358
H: -4.458 3.650 0.612  0.233
O: 1.137 -1.077 5.767  -0.581
H: 1.418 -1.873 6.241  0.304
H: 0.440 -1.392 5.181  0.249
O: -2.040 5.874 -2.212  -0.652
H: -1.171 5.793 -1.799  0.324
H: -2.612 5.318 -1.669  0.301
O: -3.310 -4.405 -4.452  -0.660
H: -2.823 -5.033 -3.907  0.332
H: -3.257 -3.550 -3.996  0.338
O: 5.673 -4.112 -0.530  -0.587
H: 5.919 -4.835 0.066  0.336
H: 6.258 -4.239 -1.287  0.261
O: -3.142 7.391 0.482  -0.609
H: -2.945 7.117 -0.422  0.350
H: -4.092 7.266 0.565  0.284
O: 1.805 -5.522 -0.849  -0.672
H: 2.598 -5.109 -1.213  0.293
H: 1.174 -4.795 -0.771  0.348
O: -5.730 -3.911 -2.686  -0.620
H: -6.421 -4.477 -3.043  0.295
H: -4.939 -4.144 -3.189  0.380
O: 7.347 -5.974 -1.821  -0.630
H: 7.618 -6.773 -1.354  0.320
H: 6.706 -6.289 -2.467  0.312
O: -2.390 3.020 4.306  -0.605
H: -1.523 2.951 4.718  0.298
H: -2.956 2.467 4.855  0.304
O: 0.598 -6.241 -3.858  -0.625
H: 1.014 -5.800 -3.108  0.348
H: 1.017 -7.107 -3.879  0.308
O: 0.294 -3.150 8.093  -0.641
H: 0.804 -3.685 8.711  0.309
H: 0.282 -2.273 8.496  0.355
O: -0.239 -6.434 1.152  -0.634
H: -0.855 -5.750 0.875  0.281
H: 0.466 -6.438 0.492  0.356
O: 7.042 -6.174 1.101  -0.661
H: 7.179 -6.292 2.050  0.281
H: 7.815 -5.680 0.805  0.328
O: 3.626 -0.175 7.656  -0.629
H: 3.927 -0.956 8.131  0.311
H: 2.926 -0.493 7.075  0.328
O: -7.260 5.166 2.380  -0.611
H: -7.821 5.876 2.054  0.321
H: -6.528 5.117 1.754  0.354
O: 6.023 -5.696 4.157  -0.616
H: 6.208 -4.753 4.100  0.319
H: 5.092 -5.743 4.395  0.310
O: 3.591 6.769 -0.304  -0.580
H: 3.291 7.678 -0.406  0.292
H: 4.280 6.821 0.368  0.285
O: -1.967 -1.570 9.289  -0.651
H: -2.253 -2.480 9.156  0.334
H: -2.065 -1.162 8.423  0.313

Output
energy above the lowest of the compared OMol25 structures with the same formula, charge and spin	0.0	kcal/mol
molecular weight	979.36	g mol⁻¹
orbital gap	9.30	eV
HOMO energy	-12.11	eV
total charge	+1

=====

5.
Below is a 3-piece molecular cluster, C5H14O2 overall, with properties calculated with the ωB97M-V functional and the def2-TZVPD basis.

Each line ends with the Mulliken charge.
Positions of all 21 atoms, in Å:
C: 0.478 -0.100 -3.350  -1.182
C: 0.358 -0.325 -1.911  -0.165
C: 0.040 0.629 -0.922  0.701
C: 0.428 0.272 0.526  -1.288
C: -0.076 2.205 -1.096  -1.260
H: 1.035 0.822 -3.702  0.249
H: -0.513 0.057 -3.790  0.293
H: 0.787 -0.971 -3.798  0.406
H: 0.915 -1.183 -1.557  0.335
H: -0.048 0.941 1.297  0.191
H: -0.092 -0.619 0.760  0.433
H: 1.499 0.020 0.862  0.272
H: -1.147 2.393 -1.673  0.255
H: -0.208 2.690 -0.184  0.406
H: 0.795 2.642 -1.595  0.310
O: 0.936 -4.197 2.697  -0.643
H: 0.259 -4.652 2.240  0.313
H: 1.807 -4.212 2.192  0.329
O: -1.921 2.027 2.867  -0.612
H: -2.873 1.676 2.904  0.332
H: -1.704 1.670 2.047  0.328

Output
energy above the lowest of the compared OMol25 structures with the same formula, charge and spin	56.3	kcal/mol
molecular weight	106.16	g mol⁻¹
orbital gap	9.37	eV
SMILES string	CC=C(C)C.O.O
HOMO energy	-8.68	eV

=====

6.
Below is a single C4H8O2 molecule, with properties calculated with the ωB97M-V functional and the def2-TZVPD basis.

Each line ends with the Mulliken charge.
Positions of all 14 atoms, in Å:
C: 1.601 -0.464 -0.892  -0.747
O: 0.409 0.283 -0.893  -0.473
C: -0.700 -0.266 -0.202  0.610
C: -0.585 -0.272 1.337  -1.213
C: -1.873 0.712 -0.261  -0.639
O: -1.402 1.922 -0.397  -0.261
H: 1.438 -1.479 -1.279  0.283
H: 2.040 -0.530 0.111  0.301
H: 2.299 0.055 -1.555  0.256
H: -0.954 -1.255 -0.608  0.462
H: 0.236 0.380 1.654  0.336
H: -0.488 -1.259 1.788  0.326
H: -1.531 0.155 1.709  0.382
H: -0.435 1.901 -0.596  0.378

Output
energy above the lowest of the compared OMol25 structures with the same formula, charge and spin	89.0	kcal/mol
molecular weight	88.11	g mol⁻¹
orbital gap	9.39	eV
HOMO energy	-8.55	eV

=====

- The highest molecular weight belongs to which entry?
  C16H76BBrINO28P

=====

- Among the records above, which one has the lowest molecular weight?
  C4H8O2

=====

What did the first record say?
Below is C17H17BrO3PbS as an isolated structure, with properties calculated with the ωB97M-V functional and the def2-TZVPD basis.

Each line ends with the Mulliken charge.
Positions of all 40 atoms, in Å:
C: 1.886 4.417 0.221  -0.337
C: 2.820 3.520 0.800  -0.701
C: 2.972 2.404 -0.100  -0.854
H: 3.323 3.657 1.762  0.399
C: 2.067 2.602 -1.193  -0.393
C: 1.437 3.859 -1.019  -0.614
H: 0.726 4.326 -1.706  0.370
H: 1.563 5.371 0.641  0.412
H: 3.690 1.590 -0.007  0.656
H: 1.926 1.910 -2.031  0.359
Pb: 1.582 0.793 1.748  1.036
Br: 1.900 0.274 4.378  -0.721
C: -2.247 2.253 1.324  -0.372
C: -2.318 3.127 0.199  -0.702
C: -1.713 4.364 0.569  -0.451
H: -2.747 2.898 -0.772  0.343
C: -1.340 4.287 1.941  -0.541
C: -1.658 2.976 2.407  -0.828
H: -1.503 2.601 3.413  0.481
H: -2.605 1.232 1.358  0.408
H: -1.590 5.231 -0.072  0.448
H: -0.879 5.083 2.520  0.384
C: -0.839 -6.695 -1.473  -1.397
C: -0.672 -5.225 -1.223  1.060
C: 0.320 -4.847 -0.314  -0.761
C: 0.535 -3.510 0.004  -0.389
C: -0.241 -2.538 -0.641  -0.252
C: -1.263 -2.895 -1.532  -0.349
C: -1.470 -4.247 -1.834  -0.758
S: 0.103 -0.808 -0.373  1.772
O: -0.473 -0.398 0.966  -0.692
O: 1.604 -0.774 -0.225  -0.730
O: -0.416 -0.060 -1.491  -0.683
H: 0.102 -7.112 -1.850  0.314
H: -1.066 -7.248 -0.552  0.309
H: -1.631 -6.889 -2.193  0.350
H: 0.924 -5.626 0.152  0.306
H: 1.307 -3.233 0.727  0.437
H: -1.865 -2.109 -1.997  0.423
H: -2.253 -4.563 -2.532  0.258

Output
molecular weight	588.49	g mol⁻¹
orbital gap	3.86	eV
HOMO energy	0.03	eV
total charge	-2